1.
Below is a structure of composition C22H46F18KN5O10PS4 in a non-equilibrium geometry, with properties calculated with ωB97M-V/def2-TZVPD.

Calculated values
Highest occupied orbital energy, eV: -10.68
Frontier orbital gap, eV: 7.77
Total charge: +1
E_LUMO, eV: -2.9

```
107
C22H46F18KN5O10PS4 (ωB97M-V/def2-TZVPD)
K -0.076 -0.109 -4.803
P -1.490 -0.108 -1.325
F -0.318 -1.051 -1.948
F -0.447 0.933 -0.629
F -1.397 0.882 -2.641
F -2.715 0.785 -0.770
F -2.550 -1.100 -1.978
F -1.429 -0.989 0.040
C -1.123 3.837 0.455
N -1.111 4.732 -0.714
C -0.643 6.096 -0.340
C -0.048 4.227 -1.673
C -2.401 4.730 -1.464
C -3.650 4.937 -0.659
O -3.483 6.073 0.187
H -1.531 2.868 0.162
H -1.832 4.259 1.166
H -0.117 3.683 0.824
H -1.266 6.495 0.448
H -0.754 6.716 -1.228
H 0.408 6.085 -0.068
H -0.343 3.233 -2.010
H 0.808 4.085 -1.016
H 0.109 4.908 -2.500
H -2.441 3.719 -1.889
H -2.278 5.335 -2.361
H -3.883 4.034 -0.085
H -4.499 5.125 -1.321
H -4.233 6.152 0.785
C 1.948 2.236 2.553
N 2.420 0.829 2.614
C 1.652 0.003 1.629
C 3.862 0.849 2.176
C 2.452 0.285 4.014
C 1.119 0.122 4.688
O 0.405 -0.980 4.154
H 2.108 2.567 1.531
H 2.523 2.824 3.258
H 0.890 2.229 2.807
H 2.197 -0.918 1.441
H 1.691 0.546 0.685
H 0.628 -0.080 1.958
H 4.237 -0.169 2.237
H 4.445 1.453 2.870
H 3.946 1.281 1.185
H 2.991 1.039 4.586
H 3.010 -0.646 3.984
H 0.497 1.020 4.615
H 1.351 -0.021 5.749
H -0.440 -1.053 4.610
C -1.398 -6.318 5.369
C -1.118 -5.275 4.278
C -2.253 -5.212 3.282
N -2.004 -4.314 2.086
C -1.365 -3.029 2.434
C -3.342 -4.076 1.421
C -3.072 -3.794 -0.044
C -1.795 -4.577 -0.337
C -1.217 -5.008 1.001
H -0.608 -6.353 6.110
H -1.567 -7.304 4.933
H -2.348 -6.079 5.859
H -0.181 -5.577 3.781
H -0.858 -4.317 4.727
H -3.068 -4.705 3.809
H -2.558 -6.152 2.839
H -2.095 -2.535 3.083
H -1.263 -2.424 1.538
H -0.435 -3.181 2.964
H -3.932 -3.348 1.972
H -3.841 -5.043 1.477
H -2.903 -2.755 -0.306
H -3.963 -4.153 -0.557
H -1.091 -3.938 -0.868
H -1.952 -5.448 -0.970
H -0.150 -4.802 1.114
H -1.204 -6.085 1.184
C 3.114 1.287 -1.737
F 3.527 0.663 -2.832
F 1.793 1.457 -1.798
F 3.431 0.509 -0.679
S 3.922 2.939 -1.638
O 5.286 2.619 -1.342
O 3.664 3.555 -2.892
N 3.125 3.504 -0.333
S 3.586 4.996 -0.060
O 4.945 5.239 0.298
O 3.038 5.915 -1.019
C 2.654 5.453 1.484
F 2.675 6.751 1.624
F 1.370 4.978 1.424
F 3.210 4.880 2.568
C -1.891 -3.557 -4.595
F -2.919 -4.388 -4.589
F -2.319 -2.345 -4.214
F -0.983 -3.985 -3.711
S -1.159 -3.509 -6.275
O -0.806 -4.864 -6.492
O -2.107 -2.939 -7.158
N 0.104 -2.483 -5.938
S 1.246 -2.889 -6.998
O 1.894 -4.113 -6.720
O 0.875 -2.637 -8.354
C 2.516 -1.555 -6.624
F 2.101 -0.332 -6.987
F 2.866 -1.463 -5.313
F 3.619 -1.876 -7.268
```

Mulliken population analysis, charges in e, atoms 1 to 5: 0.934, 1.428, -0.434, -0.465, -0.479


2.
Below is a structure of composition C22H46LuN3OP2 in a non-equilibrium geometry, with properties calculated with ωB97M-V/def2-TZVPD.

Calculated values
Highest occupied orbital energy, eV: -13.68
Frontier orbital gap, eV: 8.94
Total charge: +2
E_LUMO, eV: -4.7

```
75
C22H46LuN3OP2 (ωB97M-V/def2-TZVPD)
Lu 1.162 -1.022 0.381
P -0.118 -2.345 -1.557
P -0.085 2.627 0.423
N 2.426 0.035 -1.001
C 1.559 -2.022 -2.369
H 2.307 -2.731 -1.985
H 1.338 -2.285 -3.416
C 2.106 -0.571 -2.307
H 3.048 -0.536 -2.905
H 1.284 0.008 -2.772
C 2.383 1.501 -1.088
H 1.872 1.843 -2.007
H 3.456 1.810 -1.142
C 1.745 2.341 0.044
H 2.082 3.381 -0.111
H 2.209 2.051 0.994
C -0.005 2.992 2.230
C 0.556 1.844 3.084
H 1.561 1.524 2.786
H -0.101 0.961 3.086
H 0.647 2.210 4.118
C -0.837 4.095 -0.408
C -2.366 4.193 -0.328
H -2.705 4.965 -1.030
H -2.716 4.496 0.666
H -2.869 3.261 -0.588
C -1.434 -2.839 -2.677
C -2.625 -3.505 -1.975
H -3.428 -3.631 -2.710
H -3.016 -2.893 -1.155
H -2.373 -4.495 -1.579
C 0.391 -3.722 -0.402
C -0.588 -3.908 0.771
H -0.066 -4.419 1.596
H -1.460 -4.507 0.466
H -0.965 -2.952 1.176
C -1.363 1.297 0.220
C -0.223 5.435 0.022
H 0.823 5.350 0.328
H -0.258 6.128 -0.827
H -0.783 5.902 0.842
C -0.938 -3.633 -3.879
H -1.794 -3.834 -4.531
H -0.186 -3.085 -4.455
H -0.516 -4.596 -3.580
C 0.617 -5.008 -1.205
H 1.105 -5.749 -0.554
H -0.330 -5.442 -1.559
H 1.281 -4.851 -2.067
C -1.327 3.488 2.819
H -2.157 2.797 2.618
H -1.206 3.574 3.908
H -1.603 4.483 2.460
H 0.724 3.823 2.258
H 1.382 -3.413 0.021
H -0.572 3.918 -1.466
H -1.786 -1.858 -3.044
O -0.651 0.082 0.320
H -2.081 1.520 -0.611
H -2.247 1.476 0.887
C 5.519 -1.912 3.839
C 4.067 -1.827 3.559
C 2.954 -2.140 4.351
C 1.818 -1.897 3.569
N 2.205 -1.483 2.321
N 3.589 -1.429 2.373
C 0.411 -2.075 3.960
H 5.746 -1.544 4.851
H 5.879 -2.954 3.789
H 6.100 -1.313 3.117
H 2.984 -2.501 5.368
H 4.142 -1.130 1.572
H -0.002 -3.009 3.545
H 0.330 -2.139 5.058
H -0.218 -1.234 3.626
```

Mulliken population analysis, charges in e, atoms 1 to 5: 1.158, 0.729, 0.912, -0.314, -1.559


3.
Below is a structure of composition C22H46N3O2P3Pt in a non-equilibrium geometry, with properties calculated with ωB97M-V/def2-TZVPD.

Calculated values
Highest occupied orbital energy (alpha / beta), eV: -17.62 / -20.18
2S+1: 5
Frontier orbital gap (alpha / beta), eV: 5.43 / 5.24
Total charge: +4
Expectation value of S²: 6.05
E_LUMO (alpha / beta), eV: -12.2 / -14.9

```
77
C22H46N3O2P3Pt (ωB97M-V/def2-TZVPD)
P -1.546 -2.319 1.564
C -0.196 -3.473 1.874
H -0.591 -4.365 2.382
H 0.571 -3.022 2.520
H 0.278 -3.772 0.929
C -1.730 -1.326 3.044
H -2.650 -0.736 3.048
H -0.873 -0.651 3.158
H -1.757 -2.014 3.902
C -3.049 -3.243 1.203
H -3.351 -3.814 2.091
H -2.856 -3.938 0.376
H -3.867 -2.573 0.914
P -1.744 0.062 -2.888
C -0.300 -0.766 -3.599
H -0.455 -0.955 -4.671
H -0.138 -1.707 -3.071
H 0.574 -0.127 -3.457
C -3.177 -0.925 -3.409
H -4.113 -0.416 -3.158
H -3.167 -1.898 -2.911
H -3.135 -1.079 -4.497
C -1.903 1.584 -3.866
H -2.332 1.335 -4.844
H -0.910 2.019 -4.004
H -2.542 2.314 -3.370
P 0.862 2.755 0.424
C 2.646 2.863 0.195
H 2.963 3.875 0.505
H 2.913 2.697 -0.862
H 3.170 2.123 0.816
C 0.117 4.276 -0.169
H 0.776 5.110 0.098
H -0.874 4.420 0.273
H 0.011 4.240 -1.264
C 0.465 2.439 2.135
H 0.663 3.358 2.707
H 1.094 1.630 2.526
H -0.587 2.154 2.252
Pt -1.768 0.592 -0.492
C -1.250 -1.353 -0.038
O -0.800 -2.132 -0.883
C 0.111 1.445 -0.723
O 0.907 1.253 -1.643
C -2.897 2.530 -0.565
C -2.785 2.575 0.857
C -3.128 1.457 1.584
C -3.609 0.312 0.900
C -4.112 0.437 -0.417
C -3.825 1.607 -1.139
H -2.491 3.334 -1.181
H -2.437 3.486 1.342
H -3.006 1.421 2.668
H -3.832 -0.600 1.442
H -4.697 -0.371 -0.848
H -4.214 1.757 -2.138
C 3.423 -2.127 2.688
N 3.733 -1.200 1.608
C 4.721 -0.191 1.931
C 2.748 -0.968 0.631
N 1.483 -0.822 0.903
N 3.161 -0.970 -0.697
C 2.698 -2.064 -1.526
C 4.390 -0.338 -1.112
H 4.361 -2.454 3.154
H 2.902 -3.009 2.289
H 2.790 -1.665 3.464
H 5.620 -0.298 1.309
H 4.320 0.828 1.814
H 5.019 -0.326 2.979
H 1.348 -0.732 1.914
H 2.817 -1.803 -2.586
H 3.286 -2.987 -1.346
H 1.645 -2.259 -1.306
H 4.466 -0.432 -2.203
H 4.361 0.735 -0.865
H 5.279 -0.805 -0.661
```

Mulliken population analysis, charges in e, atoms 1 to 5: 0.731, -0.982, 0.566, 0.169, 0.420


4.
Below is a structure of composition C22H47As3ClN6O6Sc in a non-equilibrium geometry, with properties calculated with ωB97M-V/def2-TZVPD.

Calculated values
Highest occupied orbital energy, eV: -12.95
Frontier orbital gap, eV: 8.14
Total charge: +2
E_LUMO, eV: -4.8

```
86
C22H47As3ClN6O6Sc (ωB97M-V/def2-TZVPD)
Sc -0.435 -1.618 -1.104
C -2.390 -3.609 1.693
As -1.455 -1.918 1.385
C -2.820 -0.839 2.378
C -0.119 -2.216 2.832
C 0.994 -1.178 3.084
C 1.654 -1.550 4.419
C 2.105 -1.222 2.025
As 1.695 -0.572 0.197
C 3.315 -1.252 -0.658
C 2.428 1.278 0.372
C 0.364 0.210 3.159
As 1.558 1.694 3.765
C 0.190 3.092 3.458
C 1.258 1.598 5.714
H -2.703 -3.683 2.741
H -1.724 -4.437 1.459
H -3.270 -3.692 1.052
H -2.868 -1.171 3.420
H -3.799 -1.018 1.924
H -2.618 0.232 2.355
H 0.333 -3.186 2.602
H -0.709 -2.331 3.755
H 2.021 -2.574 4.387
H 0.946 -1.469 5.242
H 2.498 -0.888 4.615
H 2.433 -2.260 1.912
H 2.958 -0.631 2.389
H 4.210 -0.927 -0.114
H 3.346 -0.873 -1.683
H 3.289 -2.341 -0.691
H 3.342 1.264 0.976
H 1.723 1.969 0.837
H 2.672 1.636 -0.628
H -0.495 0.176 3.838
H -0.008 0.469 2.146
H -0.044 3.199 2.399
H 0.559 4.049 3.821
H -0.725 2.854 3.998
H 1.937 0.899 6.197
H 0.232 1.314 5.943
H 1.446 2.583 6.142
O 1.134 -5.227 -1.183
Cl 0.596 -3.985 -0.937
O 1.021 -3.427 0.306
O 0.948 -3.011 -1.939
O -0.835 -3.981 -0.900
N -1.580 0.874 -1.048
C -0.541 1.708 -1.684
C -1.162 2.773 -2.607
C -0.208 3.743 -3.313
C 0.761 4.490 -2.387
N 1.998 3.738 -2.278
C 3.207 4.207 -2.041
N 4.246 3.372 -2.171
N 3.426 5.453 -1.613
C 0.432 0.742 -2.406
O 1.561 1.138 -2.712
O 0.002 -0.430 -2.578
H -2.239 0.596 -1.779
H -2.123 1.450 -0.406
H 0.024 2.201 -0.882
H -1.863 3.359 -2.002
H -1.747 2.262 -3.377
H -0.836 4.472 -3.829
H 0.370 3.216 -4.073
H 0.300 4.639 -1.404
H 0.978 5.471 -2.815
H 1.896 2.733 -2.538
H 4.106 2.469 -2.596
H 5.192 3.703 -2.089
H 2.670 6.097 -1.461
H 4.363 5.780 -1.440
N -5.238 -4.277 -4.209
C -4.305 -3.588 -3.546
C -4.576 -2.964 -2.311
C -3.579 -2.276 -1.669
N -2.335 -2.121 -2.159
C -2.076 -2.700 -3.353
C -3.004 -3.417 -4.063
H -6.159 -4.400 -3.824
H -5.020 -4.718 -5.086
H -5.557 -3.036 -1.870
H -3.777 -1.785 -0.715
H -1.070 -2.553 -3.754
H -2.732 -3.855 -5.010
```

Mulliken population analysis, charges in e, atoms 1 to 5: -1.103, -1.345, 1.283, -1.333, -1.993


5.
Below is a cluster of 4 separate species, C22H47BN4O7P in total in a non-equilibrium geometry, with properties calculated with ωB97M-V/def2-TZVPD.

Calculated values
Highest occupied orbital energy, eV: -10.78
Frontier orbital gap, eV: 4.77
Total charge: +1
E_LUMO, eV: -6.0

```
82
C22H47BN4O7P (ωB97M-V/def2-TZVPD)
C 2.166 -5.084 0.829
B 0.906 -4.009 0.940
O 0.228 -3.963 2.285
N 0.433 -3.082 -0.163
C 0.996 -3.277 -1.553
N 0.694 -4.149 -2.569
N 2.072 -2.244 -1.860
P 3.760 -2.669 -1.477
N 4.814 -2.223 -2.891
O 4.298 -1.740 -0.079
C 1.492 -0.998 -1.228
C 0.583 -1.589 0.046
C -0.788 -0.647 -0.131
C -1.626 -0.469 1.270
C -2.637 -1.735 1.519
C -3.690 -2.012 0.261
O -4.779 -2.852 0.849
C -4.924 -4.119 0.116
C -5.345 -4.020 -1.485
O -4.770 -5.327 0.693
H 2.863 -4.859 1.755
H 1.723 -6.168 1.016
H 2.721 -5.045 -0.202
H -0.360 -4.784 2.356
H 0.034 -3.784 -3.320
H 1.094 -5.102 -2.716
H 5.225 -3.126 -3.249
H 4.174 -1.912 -3.675
H 4.244 -0.759 -0.284
H 0.801 -0.539 -2.066
H 2.193 -0.188 -0.757
H 0.989 -1.357 1.137
H -1.438 -0.995 -1.040
H -0.365 0.434 -0.408
H -2.314 0.506 1.241
H -0.848 -0.314 2.132
H -3.178 -1.647 2.554
H -1.963 -2.707 1.578
H -4.095 -0.991 -0.173
H -3.058 -2.633 -0.534
H -4.541 -3.408 -2.113
H -5.288 -5.139 -1.892
H -6.442 -3.580 -1.611
C -4.305 1.384 -2.532
C -3.041 1.325 -3.351
C -2.298 2.553 -2.874
O -2.680 2.767 -1.508
C -3.803 1.925 -1.212
H -4.810 0.420 -2.433
H -5.007 2.094 -2.985
H -2.475 0.422 -3.093
H -3.216 1.323 -4.430
H -2.589 3.441 -3.446
H -1.212 2.437 -2.938
H -3.451 1.118 -0.560
H -4.563 2.500 -0.677
C -2.474 6.803 0.785
C -2.649 5.310 0.681
C -1.520 4.798 1.550
O -1.300 5.782 2.570
C -2.023 6.971 2.219
H -3.380 7.369 0.554
H -1.680 7.132 0.103
H -3.614 5.019 1.113
H -2.604 4.932 -0.343
H -0.592 4.697 0.977
H -1.751 3.834 2.013
H -2.880 7.052 2.897
H -1.383 7.846 2.359
C 7.507 0.854 1.816
C 7.004 1.012 3.228
C 5.642 1.633 3.012
O 5.158 1.148 1.752
C 6.240 0.501 1.067
H 8.289 0.099 1.710
H 7.901 1.811 1.453
H 6.896 0.026 3.695
H 7.655 1.621 3.861
H 5.708 2.724 2.947
H 4.932 1.373 3.803
H 6.053 -0.578 1.092
H 6.265 0.828 0.024
```

Mulliken population analysis, charges in e, atoms 1 to 5: -0.690, 0.169, -0.526, 0.546, -0.252